Record 1
{
  "formula": "C16H26N2RuSi",
  "method": "ωB97M-V with the def2-TZVPD basis set",
  "lumo_ha": [-0.279, -0.382],
  "total_charge": 2,
  "multiplicity": 5,
  "e_tot_ev": -30432.920,
  "homo_lumo_gap_ha": [0.2889, 0.1956],
  "e_homo_ev": [-15.46, -15.72],
  "species": ["C", "C", "H", "H", "H", "H", "H", "H", "C", "C", "C", "C", "H", "H", "H", "H", "N", "C", "C", "N", "C", "C", "C", "H", "H", "C", "H", "H", "Ru", "C", "H", "H", "H", "C", "Si", "C", "C", "H", "H", "H", "H", "H", "H", "H", "H", "H"],
  "xyz": [[-2.425, -0.457, 1.307], [-2.555, 0.599, -1.172], [-2.224, -1.548, 1.336], [-3.383, -0.318, 0.806], [-2.436, 0.061, 2.273], [-1.991, 0.959, -2.053], [-2.953, -0.423, -1.154], [-3.289, 1.297, -0.710], [0.000, -2.684, -0.152], [0.831, -3.784, -0.322], [2.019, -3.669, -1.051], [2.315, -2.405, -1.584], [-0.926, -2.747, 0.436], [0.539, -4.732, 0.143], [2.682, -4.521, -1.183], [3.230, -2.249, -2.124], [0.291, -1.465, -0.650], [1.434, -1.333, -1.385], [1.747, 0.031, -1.780], [0.902, 0.981, -1.270], [1.214, 2.266, -1.510], [3.188, 1.697, -2.787], [2.310, 2.663, -2.276], [0.542, 3.002, -1.044], [2.459, 3.735, -2.461], [2.882, 0.368, -2.526], [3.529, -0.420, -2.901], [4.063, 2.002, -3.365], [-0.998, 0.355, 0.104], [-1.311, 2.387, 0.662], [-1.916, 2.932, -0.085], [-0.377, 2.966, 0.735], [-1.827, 2.571, 1.620], [-0.440, -0.597, 3.315], [0.378, 0.524, 2.006], [0.690, 2.188, 2.890], [2.115, -0.217, 1.776], [-1.499, -0.375, 3.500], [0.070, -0.439, 4.268], [-0.364, -1.647, 3.007], [1.306, 2.000, 3.783], [1.234, 2.887, 2.242], [-0.250, 2.660, 3.205], [2.687, -0.070, 2.706], [2.070, -1.296, 1.579], [2.671, 0.265, 0.963]]
}



Record 2
{
  "formula": "C3H8O3Pm",
  "method": "ωB97M-V with the def2-TZVPD basis set",
  "lumo_ha": [-0.370, -0.367],
  "total_charge": 2,
  "multiplicity": 6,
  "e_tot_ev": -25915.354,
  "homo_lumo_gap_ha": [0.2263, 0.2358],
  "e_homo_ev": [-16.22, -16.39],
  "species": ["O", "C", "C", "O", "Pm", "H", "H", "H", "H", "O", "H", "C", "H", "H", "H"],
  "xyz": [[-3.351, 0.670, 2.851], [-2.243, -0.033, 3.032], [-4.430, -0.662, 5.210], [-4.087, 0.602, 5.854], [-3.667, 2.413, 4.451], [-1.975, -1.048, 3.354], [-1.401, 0.349, 2.431], [-3.996, -1.579, 5.634], [-5.483, -0.558, 4.897], [-4.811, -2.324, 2.505], [-4.607, -1.295, 2.291], [-6.116, -2.786, 2.234], [-6.364, -3.668, 2.847], [-6.878, -2.021, 2.448], [-6.164, -3.069, 1.175]]
}



Record 3
{
  "formula": "C3H9NO3S",
  "method": "ωB97M-V with the def2-TZVPD basis set",
  "lumo_ha": [-0.080, -0.048],
  "total_charge": 0,
  "e_tot_ev": -21719.809,
  "homo_lumo_gap_ha": [0.2672, 0.3444],
  "e_homo_ev": [-9.44, -10.67],
  "species": ["C", "C", "C", "N", "O", "O", "O", "S", "H", "H", "H", "H", "H", "H", "H", "H", "H"],
  "xyz": [[0.039, -2.133, -0.475], [-1.869, 1.663, 0.029], [0.298, -0.704, -0.763], [1.210, 0.825, 1.374], [2.740, -0.674, 0.012], [1.816, 1.326, -1.084], [-1.375, 0.505, 0.592], [1.638, 0.245, -0.160], [-0.118, -2.438, 0.664], [-0.846, -2.615, -0.986], [0.994, -2.616, -0.667], [-2.610, 2.134, 0.791], [-2.367, 1.516, -0.968], [-1.205, 2.540, -0.112], [-0.091, -0.448, -1.712], [1.609, 0.219, 2.151], [0.138, 0.655, 1.313]]
}



Record 4
{
  "formula": "CH5N3",
  "method": "ωB97M-V with the def2-TZVPD basis set",
  "lumo_ha": 0.035,
  "total_charge": 0,
  "smiles": "N=C(N)N",
  "e_tot_ev": -5587.640,
  "homo_lumo_gap_ha": 0.3486,
  "e_homo_ev": -8.54,
  "species": ["N", "C", "N", "N", "H", "H", "H", "H", "H"],
  "xyz": [[1.216, -0.561, 0.767], [0.221, 0.040, 0.215], [-0.956, -0.572, -0.011], [0.179, 1.311, -0.320], [1.386, -1.477, 0.442], [-1.028, -1.406, 0.484], [-1.874, -0.097, -0.023], [-0.269, 1.271, -1.159], [1.126, 1.490, -0.395]]
}



Record 5
{
  "formula": "H14IO7",
  "method": "ωB97M-V with the def2-TZVPD basis set",
  "lumo_ha": 0.109,
  "total_charge": -1,
  "e_tot_ev": -22663.257,
  "homo_lumo_gap_ha": 0.3230,
  "e_homo_ev": -5.82,
  "species": ["I", "O", "H", "H", "O", "H", "H", "O", "H", "H", "O", "H", "H", "O", "H", "H", "O", "H", "H", "O", "H", "H"],
  "xyz": [[-0.176, -0.201, -0.014], [-1.448, 0.898, 3.226], [-1.700, 0.219, 3.911], [-1.215, 0.480, 2.304], [-1.284, -0.152, -3.730], [-0.738, 0.080, -2.806], [-1.775, -0.936, -3.427], [2.278, -0.686, -2.691], [2.588, 0.186, -3.056], [1.740, -0.383, -1.961], [-1.131, -2.898, 2.012], [-0.677, -2.848, 2.823], [-0.805, -2.310, 1.298], [-2.523, 2.566, 0.197], [-1.887, 3.213, 0.577], [-1.865, 1.828, 0.099], [1.137, 3.099, 0.326], [0.753, 2.232, 0.263], [2.183, 3.057, 0.239], [2.166, -2.777, 0.311], [2.299, -2.740, -0.678], [2.072, -1.927, 0.771]]
}



Record 6
{
  "formula": "C7H14Cl2InO",
  "method": "ωB97M-V with the def2-TZVPD basis set",
  "lumo_ha": 0.105,
  "total_charge": -1,
  "e_tot_ev": -39753.814,
  "homo_lumo_gap_ha": 0.2677,
  "e_homo_ev": -4.42,
  "species": ["In", "Cl", "Cl", "C", "H", "H", "C", "C", "H", "C", "H", "C", "H", "H", "C", "H", "H", "C", "H", "H", "H", "H", "O", "H", "H"],
  "xyz": [[-0.935, -1.443, 1.311], [-0.279, 0.427, 2.996], [0.506, -3.189, 2.058], [-2.909, -2.170, 1.593], [-3.324, -3.186, 1.730], [-3.662, -1.364, 1.727], [0.863, -0.593, -1.200], [0.027, -0.297, -0.266], [1.074, -1.592, -1.692], [-0.903, 0.905, -0.241], [-2.857, -1.996, 0.443], [-0.372, 1.929, -1.274], [-1.977, 0.656, -0.452], [-0.779, 1.371, 0.747], [1.189, 1.948, -1.266], [-0.757, 1.754, -2.293], [-0.771, 2.918, -1.032], [1.815, 0.531, -1.611], [1.618, 2.762, -1.910], [1.451, 2.106, -0.199], [2.205, 0.523, -2.644], [2.672, 0.441, -0.934], [2.353, -0.706, 1.195], [1.970, -1.580, 1.430], [1.783, -0.155, 1.783]]
}